CH3N5O | ωB97M-V with the def2-TZVPD basis set

For the HOMO energy, the calculation gives -9.733 eV. The total charge is 0. For the frontier orbital gap, the calculation gives 9.525 eV. Its SMILES is [H]/N=c1/onnn1N. The lowest unoccupied orbital energy is -0.208 eV. As for the spin multiplicity: 1. The relative energy (zero: lowest compared OMol25 entry of this formula, charge and spin) is 93.0 kcal per mole. Its electronic energy is -388.7215 Eh.

Positions of all 10 atoms, in Å:
H 0.878 1.327 -2.069
N 1.191 0.361 -1.513
C 0.457 -0.061 -0.559
O 0.450 -1.317 -0.200
N -0.172 -1.523 0.927
N -0.816 -0.403 1.201
N -0.719 0.410 0.091
N -0.328 1.897 0.127
H -0.055 2.137 1.298
H -1.252 2.253 -0.108

CH3N5O2 | ωB97M-V with the def2-TZVPD basis set

For the HOMO energy, the calculation gives -9.600 eV. The total charge is 0. For the frontier orbital gap, the calculation gives 9.883 eV. Its SMILES is Nn1nnn(O)c1=O. The lowest unoccupied orbital energy is 0.283 eV. As for the spin multiplicity: 1. The relative energy (zero: lowest compared OMol25 entry of this formula, charge and spin) is 6.0 kcal per mole. Its electronic energy is -464.0249 Eh.

Positions of all 11 atoms, in Å:
N 0.510 -1.909 0.797
N 0.401 -0.590 0.558
N 1.298 0.315 0.885
N 1.001 1.435 0.331
N -0.125 1.236 -0.466
O -0.588 2.101 -1.370
C -0.522 -0.068 -0.377
O -1.318 -0.726 -1.004
H 0.587 -2.428 -0.118
H -0.200 -2.228 1.481
H -1.044 2.862 -0.715

CH3NO | ωB97M-V with the def2-TZVPD basis set

For the HOMO energy, the calculation gives -11.217 eV. The total charge is 0. For the frontier orbital gap, the calculation gives 12.189 eV. The lowest unoccupied orbital energy is 0.971 eV. As for the spin multiplicity: 1. The relative energy (zero: lowest compared OMol25 entry of this formula, charge and spin) is 32.6 kcal per mole. Its electronic energy is -169.8556 Eh.

Positions of all 6 atoms, in Å:
C -0.948 -0.628 0.358
N -0.854 0.538 0.442
O -1.128 -1.740 0.520
H 1.893 0.106 -0.757
H 1.325 0.596 -0.507
H -0.289 1.129 -0.055

CH3NO2 | ωB97M-V with the def2-TZVPD basis set

For the HOMO energy, the calculation gives -9.505 eV. The total charge is 0. For the frontier orbital gap, the calculation gives 10.458 eV. Its SMILES is O[C@@H]1NO1. The lowest unoccupied orbital energy is 0.954 eV. As for the spin multiplicity: 1. The relative energy (zero: lowest compared OMol25 entry of this formula, charge and spin) is 96.7 kcal per mole. Its electronic energy is -245.0251 Eh.

Positions of all 7 atoms, in Å:
O -0.051 0.514 -0.874
C 0.078 0.040 0.451
N 0.338 -1.278 0.758
O -0.982 -0.852 0.668
H -0.794 0.192 -1.385
H 0.290 0.890 1.127
H 0.654 -1.949 0.028

CH3NO2 | ωB97M-V with the def2-TZVPD basis set

For the HOMO energy, the calculation gives -10.134 eV. The total charge is 0. For the frontier orbital gap, the calculation gives 10.470 eV. Its SMILES is NC(=O)O. The lowest unoccupied orbital energy is 0.336 eV. As for the spin multiplicity: 1. The relative energy (zero: lowest compared OMol25 entry of this formula, charge and spin) is 37.5 kcal per mole. Its electronic energy is -245.1194 Eh.

Positions of all 7 atoms, in Å:
N -0.768 -0.360 -0.123
C 0.361 0.496 0.048
O 0.061 1.718 -0.021
O 1.544 -0.009 0.034
H -1.162 -1.126 0.662
H -1.537 0.241 -0.126
H 1.501 -0.960 -0.475

CH3NO2 | ωB97M-V with the def2-TZVPD basis set

For the HOMO energy, the calculation gives -9.716 eV. The total charge is 0. For the frontier orbital gap, the calculation gives 9.059 eV. Its SMILES is C=O.N=O. The lowest unoccupied orbital energy is -0.658 eV. As for the spin multiplicity: 1. The relative energy (zero: lowest compared OMol25 entry of this formula, charge and spin) is 121.3 kcal per mole. Its electronic energy is -244.9859 Eh.

Positions of all 7 atoms, in Å:
C 0.715 -1.642 -0.331
O 0.640 -0.951 0.705
H 1.493 -2.419 -0.364
H 0.166 -1.316 -1.180
N -0.621 2.139 0.545
O -1.127 2.558 -0.554
H -1.267 1.632 1.178

CH3NO2P | ωB97M-V with the def2-TZVPD basis set

For the HOMO energy, the calculation gives -3.001 eV. The total charge is -1. For the frontier orbital gap, the calculation gives 7.077 eV. The lowest unoccupied orbital energy is 4.076 eV. As for the spin multiplicity: 1. The relative energy (zero: lowest compared OMol25 entry of this formula, charge and spin) is 19.0 kcal per mole. Its electronic energy is -586.5220 Eh.

Positions of all 8 atoms, in Å:
C -0.471 -0.497 -1.588
N 0.718 -0.387 0.378
O -0.070 -1.507 -2.009
O -1.091 0.488 -1.562
P 0.016 0.434 1.572
H 0.712 -1.381 0.591
H -0.778 1.361 0.842
H 0.963 1.488 1.777

CH3NO2S | ωB97M-V with the def2-TZVPD basis set

For the HOMO energy, the calculation gives -10.120 eV. The total charge is 0. For the frontier orbital gap, the calculation gives 9.122 eV. Its SMILES is CS[N+](=O)[O-]. The lowest unoccupied orbital energy is -0.999 eV. As for the spin multiplicity: 1. The relative energy (zero: lowest compared OMol25 entry of this formula, charge and spin) is 133.9 kcal per mole. Its electronic energy is -643.1008 Eh.

Positions of all 8 atoms, in Å:
C -0.642 -1.039 0.260
S 1.063 -0.532 -0.430
N 0.845 1.113 -0.266
O -0.695 1.675 0.005
O 1.693 1.902 -0.404
H -0.198 -1.599 1.126
H -1.138 -1.534 -0.543
H -0.929 0.015 0.252

CH3NO2S | ωB97M-V with the def2-TZVPD basis set

For the HOMO energy, the calculation gives -9.611 eV. The total charge is 0. For the frontier orbital gap, the calculation gives 9.363 eV. The lowest unoccupied orbital energy is -0.248 eV. As for the spin multiplicity: 1. The relative energy (zero: lowest compared OMol25 entry of this formula, charge and spin) is 32.6 kcal per mole. Its electronic energy is -643.2623 Eh.

Positions of all 8 atoms, in Å:
C -1.114 0.707 -0.239
N 1.300 -0.291 0.330
O -1.285 1.698 0.399
O -0.503 -1.887 -0.561
S -0.355 -0.883 0.522
H -1.481 0.555 -1.268
H 2.011 -0.415 1.048
H 1.428 0.516 -0.231

CH3NO2S | ωB97M-V with the def2-TZVPD basis set

For the HOMO energy (alpha / beta), the calculation gives -6.066 / -10.055 eV. The total charge is 0. For the frontier orbital gap (alpha / beta), the calculation gives 6.403 / 7.541 eV. The lowest unoccupied orbital energy (alpha / beta) is 0.338 / -2.514 eV. As for the spin multiplicity: 3. The relative energy (zero: lowest compared OMol25 entry of this formula, charge and spin) is 26.9 kcal per mole. As for the expectation value of S²: 2.006. Its electronic energy is -643.1580 Eh.

Positions of all 8 atoms, in Å:
C 0.572 0.406 -2.727
N -0.774 -0.024 1.029
O 0.222 0.001 -1.518
O 0.040 1.033 -3.607
S -1.255 0.057 -0.524
H 1.606 -0.015 -2.833
H -0.826 0.827 1.571
H -1.095 -0.849 1.518

CH3NO2S2 | ωB97M-V with the def2-TZVPD basis set

For the HOMO energy (alpha / beta), the calculation gives -9.821 / -9.896 eV. The total charge is 0. For the frontier orbital gap (alpha / beta), the calculation gives 6.038 / 6.102 eV. The lowest unoccupied orbital energy (alpha / beta) is -3.783 / -3.794 eV. As for the spin multiplicity: 1. The relative energy (zero: lowest compared OMol25 entry of this formula, charge and spin) is 121.4 kcal per mole. Its electronic energy is -1041.2978 Eh.

Positions of all 9 atoms, in Å:
C -1.565 0.046 -0.072
N 1.691 1.142 -0.535
O 3.161 -0.848 -0.197
O 0.967 -1.062 0.838
S -1.107 1.749 0.126
S 1.860 -0.264 0.029
H -0.805 -0.564 0.531
H -1.766 -0.088 -1.149
H -2.436 -0.111 0.428

CH3NO2S2 | ωB97M-V with the def2-TZVPD basis set

For the HOMO energy (alpha / beta), the calculation gives -9.304 / -8.521 eV. The total charge is 0. For the frontier orbital gap (alpha / beta), the calculation gives 8.442 / 6.208 eV. The lowest unoccupied orbital energy (alpha / beta) is -0.863 / -2.313 eV. As for the spin multiplicity: 1. The relative energy (zero: lowest compared OMol25 entry of this formula, charge and spin) is 95.0 kcal per mole. Its electronic energy is -1041.3398 Eh.

Positions of all 9 atoms, in Å:
C 0.375 0.590 -1.131
N 0.483 0.478 0.309
O -0.466 -1.799 1.902
O -0.699 0.661 1.139
S -0.292 -0.878 -1.968
S -1.422 -0.788 1.595
H -0.361 1.287 -1.298
H 1.479 0.698 -1.395
H 0.905 -0.249 0.846

> Look up the relative energy (zero: lowest compared OMol25 entry of this formula, charge and spin) of the eighth one.

133.9 kcal per mole

> What is the total charge in the fourth record?

0

> Number 11 is which compound?

CH3NO2S2